Molecular formula: C17H24F3HfN9O4S3
Method: DFT, ωB97M-V with the def2-TZVPD basis set

XYZ file:
```
61
Properties=species:S:1:pos:R:3:lowdin_charge:R:1
Hf 0.2729 -0.3506 -0.8075 1.676
C 2.3014 -0.4437 5.5713 -0.041
C 2.7418 0.2006 4.2268 -0.203
N 1.5922 0.7136 3.4580 0.001
C 1.4444 0.5063 2.1334 -0.735
S -0.0270 1.1535 1.4428 0.750
N 2.2864 -0.2566 1.5013 -0.006
N 2.0990 -0.5345 0.1833 -0.139
C 3.1345 -1.1454 -0.4184 -0.197
C 4.3608 -1.6620 0.2951 0.030
C 3.0148 -1.3141 -1.8340 -0.154
C 3.8891 -1.9580 -2.7517 0.046
C 3.5274 -2.1073 -4.0909 0.040
C 2.2258 -1.6418 -4.5022 0.022
C 1.4798 -0.9049 -3.5975 -0.087
N 1.7625 -0.8402 -2.2698 -0.062
H 2.6527 -1.4497 5.5266 0.066
H 2.7996 0.1381 6.3226 0.072
H 1.2218 -0.4007 5.6949 0.078
H 3.4682 1.0384 4.2545 0.129
H 3.3008 -0.5426 3.6381 0.098
H 0.9023 1.2661 3.9655 0.140
H 4.3357 -1.3072 1.2937 0.056
H 4.2964 -2.7727 0.3005 0.129
H 5.2831 -1.3931 -0.2307 0.107
H 4.7627 -2.4173 -2.3259 0.123
H 4.2386 -2.6164 -4.7609 0.142
H 1.8731 -1.7378 -5.5425 0.136
H 0.6718 -0.2927 -3.9535 0.114
N -4.7969 1.5183 1.7876 0.065
C -4.2900 2.3351 2.7653 -0.990
N -2.9622 2.5384 2.8555 0.059
S -5.3108 3.0421 3.9147 0.557
H -4.2141 1.0794 1.1165 0.065
H -5.8036 1.3105 1.8309 0.107
H -2.3343 1.9796 2.3431 -0.013
H -2.6256 3.0313 3.6607 0.085
F -1.2678 -2.9075 2.5071 0.207
C -0.6173 -3.3722 1.4899 -0.616
F -0.5795 -4.7132 1.5436 0.192
F 0.6887 -2.8391 1.5667 0.059
S -1.2930 -2.5783 0.0062 0.713
O -0.1501 -2.6050 -1.0162 -0.369
O -2.5862 -3.1421 -0.3151 -0.196
O -1.4046 -1.0674 0.4520 -0.483
C -3.4594 0.3074 -4.1335 0.019
N -2.7031 1.1080 -3.1774 -0.024
C -2.9913 2.4783 -3.0956 0.062
C -2.3391 3.2597 -2.1745 0.051
C -1.4338 2.6495 -1.2533 -0.291
N -1.2066 1.3171 -1.3351 0.030
C -1.7585 0.5986 -2.3209 -0.457
O -1.2096 -0.5392 -2.5062 -0.090
N -0.6773 3.4616 -0.4419 0.179
H -3.3635 0.7594 -5.1549 0.123
H -4.5560 0.3164 -3.8714 0.132
H -3.0038 -0.6899 -4.1730 0.104
H -3.8201 2.7310 -3.6874 0.136
H -2.6089 4.2913 -2.0182 0.133
H -1.0317 4.3937 -0.2244 0.142
H -0.2026 3.0201 0.3365 -0.026
```

Calculated values
Net charge: +2
HOMO in eV: -11.6
Electronic energy in Ha: -2997.7796
Frontier orbital gap in eV: 3.64
Energy above the lowest of the compared OMol25 structures with the same formula, charge and spin in kJ/mol: 314.0